No. 1
Formula: C3H2O2
Source: OMol25
Level of theory: wB97M-V/def2-TZVPD

Cartesian coordinates (Å):
1 C 0.2178 -1.6071 0.6919
2 C 3.1833 -0.5445 -0.9648
3 C -0.3573 -1.0795 -0.5425
4 O 3.7831 -0.4371 -0.0220
5 O -0.0069 -0.3653 0.7412
6 H 0.4968 -0.8591 -1.2960
7 H -1.3942 -1.3695 -0.7215

- Electronic energy: -7233.944 eV
- Kohn-Sham gap: 10.4 eV
- Relative energy (zero: lowest compared OMol25 entry of this formula, charge and spin): 68.2 kcal per mole
- LUMO: 0.774 eV

***

No. 2
Formula: C36H50BrN3OP2Pb
Source: OMol25
Level of theory: wB97M-V/def2-TZVPD

Cartesian coordinates (Å):
1 C -7.4227 -4.2227 -1.3348
2 C -7.0657 -2.8624 -1.4302
3 C -8.0825 -1.9434 -1.7636
4 C -9.3874 -2.4169 -1.9861
5 N -9.6989 -3.7144 -1.8946
6 C -8.7535 -4.6037 -1.5740
7 C -5.7091 -2.4403 -1.1695
8 C -4.5560 -2.2338 -0.8157
9 C -3.2711 -1.6789 -0.6574
10 C -2.4010 -2.0656 0.3746
11 C -1.1446 -1.4451 0.4869
12 C -0.8505 -0.4285 -0.4012
13 C -1.6811 -0.0605 -1.4646
14 C -2.9100 -0.6933 -1.5979
15 Pb 0.9952 0.8452 -0.9675
16 P 0.5756 1.0949 1.8952
17 H -7.8730 -0.8781 -1.8434
18 H -6.6794 -4.9731 -1.0717
19 H -10.1952 -1.7191 -2.2464
20 H -9.0486 -5.6593 -1.5027
21 H -3.5987 -0.4316 -2.4070
22 H -2.7076 -2.8482 1.0772
23 H -1.4190 0.7003 -2.2173
24 H -0.4533 -1.7749 1.2630
25 C 1.7966 2.2286 2.7056
26 C 1.3158 3.3476 3.6155
27 H 2.3672 2.6668 1.8700
28 H 2.5034 1.5745 3.2390
29 H 2.1975 3.9255 3.9243
30 H 0.6438 4.0398 3.0966
31 H 0.8281 2.9859 4.5289
32 C -0.9992 2.0464 1.8226
33 C -2.1129 1.6544 2.7862
34 H -1.3878 1.9248 0.7972
35 H -0.7395 3.1092 1.9327
36 H -3.0005 2.2569 2.5468
37 H -2.3950 0.5982 2.6756
38 H -1.8604 1.8504 3.8362
39 C 0.3650 -0.1774 3.2083
40 C 0.4559 0.2857 4.6629
41 H 1.1539 -0.9256 3.0216
42 H -0.5953 -0.6815 3.0349
43 H 0.2714 -0.5820 5.3106
44 H 1.4483 0.6776 4.9125
45 H -0.2933 1.0433 4.9244
46 Br 3.5081 1.1360 0.1189
47 P -0.8512 4.4188 -2.3651
48 C -0.9142 4.5575 -0.5399
49 C -0.6058 5.9866 -0.0795
50 H -0.2058 3.8401 -0.0960
51 H -1.9333 4.2772 -0.2315
52 H -0.8972 6.1339 0.9657
53 H 0.4617 6.2175 -0.1559
54 H -1.1456 6.7301 -0.6777
55 C 0.6727 3.5265 -2.8405
56 C 1.1876 4.1012 -4.1681
57 H 0.4611 2.4497 -2.9822
58 H 1.4259 3.6692 -2.0475
59 H 2.2373 3.8452 -4.3386
60 H 0.6166 3.7205 -5.0210
61 H 1.1006 5.1929 -4.1836
62 C -2.2519 3.3126 -2.7869
63 C -3.5188 4.1207 -3.0922
64 H -2.4239 2.6124 -1.9560
65 H -1.9487 2.7415 -3.6778
66 H -4.2563 3.4942 -3.6017
67 H -3.9916 4.5033 -2.1825
68 H -3.3043 4.9749 -3.7436
69 C 5.7776 -4.4906 1.0470
70 N 4.4515 -3.9106 1.0175
71 N 4.1077 -2.9659 0.1252
72 C 2.7747 -2.5929 0.3175
73 O 2.2029 -1.7027 -0.3507
74 C 2.3329 -3.4368 1.3932
75 C 3.3919 -4.2146 1.7862
76 C 3.5058 -5.2358 2.8522
77 C 5.0822 -2.3838 -0.7419
78 C 5.2699 -2.9444 -2.0082
79 C 6.3065 -2.4694 -2.8062
80 C 7.1611 -1.4680 -2.3310
81 C 6.9758 -0.9388 -1.0502
82 C 5.9264 -1.3849 -0.2556
83 H 6.0216 -4.9815 0.0948
84 H 5.7843 -5.2405 1.8418
85 H 6.5428 -3.7344 1.2682
86 H 1.3520 -3.4311 1.8240
87 H 3.6496 -6.2523 2.4595
88 H 4.3317 -5.0188 3.5420
89 H 2.5791 -5.2366 3.4331
90 H 4.6083 -3.7566 -2.3156
91 H 6.4484 -2.8979 -3.7960
92 H 7.9848 -1.1123 -2.9477
93 H 7.6553 -0.1832 -0.6578
94 H 5.7269 -0.9737 0.7380

- Electronic energy: -138509.758 eV
- Net charge: +2
- Kohn-Sham gap (alpha / beta): 4.1 / 3.1 eV
- Relative energy (zero: lowest compared OMol25 entry of this formula, charge and spin): 0.0 kcal per mole
- LUMO (alpha / beta): -7.952 / -9.032 eV

***

No. 3
Formula: C13H29F4N4O4
Source: OMol25
Level of theory: wB97M-V/def2-TZVPD

Cartesian coordinates (Å):
1 F 5.4094 -3.2455 0.6485
2 C 5.0302 -1.9487 0.4140
3 C 4.5301 -1.3593 1.7463
4 N 3.4609 -0.3664 1.5758
5 N 2.8852 0.2025 2.5761
6 N 1.9518 1.0200 2.1451
7 C 1.9553 0.9503 0.8158
8 C 1.1265 1.6707 -0.1829
9 C -0.3872 1.6545 0.1502
10 O -0.8347 0.4863 0.7818
11 C -0.6664 -0.6520 -0.0347
12 C -1.7972 -1.6640 0.1840
13 F -1.2639 -2.8982 0.2740
14 F -2.4112 -1.4287 1.3344
15 F -2.6908 -1.6642 -0.7963
16 N 2.8998 0.0778 0.4430
17 H 4.2427 -1.9691 -0.3473
18 H 5.8905 -1.3812 0.0533
19 H 5.3740 -0.8771 2.2386
20 H 4.1681 -2.1681 2.3796
21 H 1.3157 1.2341 -1.1661
22 H 1.4531 2.7162 -0.2017
23 H -0.9330 1.8729 -0.7776
24 H -0.6043 2.4845 0.8206
25 H 0.2531 -1.1713 0.2748
26 H -0.5424 -0.4048 -1.0940
27 H 3.1490 -0.2099 -0.4943
28 C -4.8552 2.3298 2.7176
29 C -3.3708 2.0841 2.9024
30 O -2.7237 1.7904 1.6588
31 H -5.3299 1.4594 2.2638
32 H -5.3406 2.5362 3.6717
33 H -5.0266 3.1794 2.0520
34 H -3.2011 1.2252 3.5496
35 H -2.8933 2.9578 3.3578
36 H -2.8700 2.5534 1.0879
37 C -2.8043 -5.7496 -1.6526
38 C -2.8150 -6.7036 -0.4729
39 O -1.5207 -7.2489 -0.2289
40 H -2.4568 -6.2601 -2.5514
41 H -3.8003 -5.3463 -1.8408
42 H -2.1214 -4.9167 -1.4658
43 H -3.4791 -7.5442 -0.6645
44 H -3.1628 -6.1908 0.4303
45 H -0.9258 -6.5164 -0.0430
46 C 1.5810 5.2322 -4.0494
47 C 1.4439 4.8883 -2.5799
48 O 2.6682 4.3794 -2.0400
49 H 1.8842 4.3539 -4.6200
50 H 0.6401 5.6054 -4.4539
51 H 2.3470 5.9963 -4.1957
52 H 0.6908 4.1118 -2.4379
53 H 1.1403 5.7699 -2.0078
54 H 3.3378 5.0626 -2.1482

- Electronic energy: -38961.687 eV
- Net charge: +1
- Kohn-Sham gap: 7.4 eV
- LUMO: -4.308 eV

***

No. 4
Formula: Cl2H2NOP
Source: OMol25
Level of theory: wB97M-V/def2-TZVPD

Cartesian coordinates (Å):
1 N -1.1346 0.4602 -0.9738
2 O 0.4258 -1.6702 -0.6439
3 P -0.8489 -0.9943 -0.5589
4 Cl -2.3278 -2.1911 0.1373
5 Cl 2.7716 2.3604 1.2042
6 H -2.0783 0.7824 -0.8373
7 H 3.1922 1.2526 1.6724

- Electronic energy: -37904.361 eV
- Kohn-Sham gap: 10.8 eV
- Relative energy (zero: lowest compared OMol25 entry of this formula, charge and spin): 28.9 kcal per mole
- LUMO: -0.438 eV

***

No. 5
Formula: C23H22N2O2S
Source: OMol25
Level of theory: wB97M-V/def2-TZVPD

Cartesian coordinates (Å):
1 C -1.3569 -2.6185 -0.0571
2 C -1.0848 -1.2371 -0.5916
3 N 0.2980 -0.8522 -0.4228
4 C 1.2377 -1.7558 -0.4750
5 N 0.9981 -3.1011 -0.5925
6 C -0.3700 -3.6025 -0.6753
7 C 2.0145 -4.1326 -0.8323
8 C 3.3265 -3.7997 -0.1513
9 C 3.8749 -2.5095 -0.7153
10 S 2.8619 -1.1059 -0.3354
11 H -1.2493 -2.6235 1.0441
12 H -2.3851 -2.9053 -0.3065
13 H -1.3785 -1.1689 -1.6631
14 H -1.6647 -0.4924 -0.0320
15 H -0.3976 -4.5638 -0.1510
16 H -0.6575 -3.7988 -1.7214
17 H 1.5968 -5.0755 -0.4537
18 H 2.1582 -4.2839 -1.9273
19 H 3.1386 -3.7334 0.9251
20 H 4.0206 -4.6227 -0.3286
21 H 4.8488 -2.3071 -0.2644
22 H 3.9712 -2.5381 -1.8072
23 C -5.0136 3.8460 -0.1410
24 C -3.9371 3.4620 0.6656
25 C -2.8200 2.9263 0.0412
26 C -2.7621 2.7661 -1.3593
27 C -3.8172 3.1665 -2.1650
28 C -4.9513 3.7059 -1.5455
29 C -1.4699 2.1308 -1.7628
30 O -1.1327 1.7689 -2.8864
31 C -0.7275 1.9506 -0.4833
32 C 0.4623 1.2631 -0.4149
33 C 1.2766 1.3892 0.8018
34 C 0.7934 0.7561 1.9624
35 C 1.5895 0.6757 3.0973
36 C 2.8258 1.3539 3.1281
37 C 3.2590 2.0783 2.0063
38 C 2.5075 2.0826 0.8393
39 C -1.5665 2.4228 0.6663
40 O -1.3658 2.3361 1.8788
41 H -5.9101 4.2473 0.3218
42 H -3.9281 3.5747 1.7513
43 H -3.7034 3.0545 -3.2437
44 H -5.7940 4.0066 -2.1624
45 H 0.8930 0.9139 -1.3580
46 H -0.1959 0.2926 1.9541
47 H 1.2364 0.0855 3.9379
48 H 3.4069 1.3584 4.0593
49 H 4.2101 2.6206 2.0300
50 H 2.8335 2.5933 -0.0846

- Electronic energy: -42117.439 eV
- Kohn-Sham gap: 8.4 eV
- Relative energy (zero: lowest compared OMol25 entry of this formula, charge and spin): 48.8 kcal per mole
- SMILES string: O=C1C(=Cc2ccccc2)C(=O)c2ccccc21.C1CN=C2SCCCN2C1
- LUMO: 0.320 eV